[1]
Here is a 2-piece molecular cluster, C11H18 overall from OMol25. Energies are from ωB97M-V/def2-TZVPD.

Spin multiplicity: 2
Frontier orbital gap (alpha / beta): 2.863 / 7.055 eV
Lowest unoccupied orbital energy (alpha / beta): 3.619 / 3.571 eV
Charge: -1
<S²>: 0.760

Element x y z (Å)
C -0.4837 3.2651 -0.5386
C 0.1524 1.9694 -0.9676
C -0.4700 1.1025 -1.9014
C 1.4138 1.6944 -0.4788
C 0.3069 0.0152 -2.4334
C 2.1236 0.5438 -0.9142
C 1.5689 -0.2353 -1.9726
H -0.3050 4.0904 -1.2428
H -0.2709 3.5352 0.5016
H -1.4780 1.2979 -2.2510
H 1.8943 2.3476 0.2384
H -0.2018 -0.6200 -3.1518
H 3.0658 0.2645 -0.4640
H 2.0846 -1.1077 -2.3647
H -1.5878 3.2212 -0.5513
C -0.2559 -1.3705 1.1210
C -0.8241 -0.2085 1.9223
C 0.3765 -2.4604 1.9791
C -1.3326 -1.9705 0.2132
H 0.5108 -0.9785 0.4543
H -0.9222 0.6574 1.2758
H -0.3363 -2.7803 2.7478
H 0.5330 -3.3643 1.3830
H 1.3330 -2.1699 2.4163
H -2.0286 -1.2059 -0.1325
H -0.9096 -2.2801 -0.7513
H -1.9332 -2.7506 0.6950
H -0.2404 0.0230 2.8232
H -1.7835 -0.5250 2.3449

---

[2]
Here is a 2-piece molecular cluster, C11H18 overall from OMol25. Energies are from ωB97M-V/def2-TZVPD.

Spin multiplicity: 1
SMILES: Cc1ccccc1.CC(C)C
Frontier orbital gap: 9.945 eV
Lowest unoccupied orbital energy: 0.987 eV
Charge: 0

Element x y z (Å)
C 1.7659 1.8200 1.8631
C 0.3856 1.5843 1.3722
C -0.1042 2.3389 0.2524
C -1.3532 2.1542 -0.2536
C -2.2375 1.3069 0.4444
C -1.8290 0.6243 1.5761
C -0.4998 0.7847 2.0626
H 1.8515 2.6777 2.5267
H 2.4262 2.0725 1.0394
H 2.2071 1.0070 2.4514
H 0.6825 2.8418 -0.3136
H -1.8059 2.6829 -1.0794
H -3.1587 0.9077 0.0026
H -2.5531 0.0369 2.1039
H -0.3176 0.1466 2.9219
C 0.2905 -1.8626 0.2183
C 0.7153 -1.7253 -1.2545
C -0.1981 -2.6864 -2.0612
C 0.7036 -0.2912 -1.7671
H 0.2408 -2.9211 0.4912
H -0.7607 -1.5653 0.2648
H 0.9990 -1.4056 0.8805
H 1.7611 -2.1593 -1.2635
H -1.2346 -2.5397 -1.8361
H -0.1374 -2.3219 -3.0792
H 0.1890 -3.7113 -2.0495
H 1.2670 0.3145 -1.0872
H 0.9923 -0.2151 -2.8344
H -0.2876 0.1038 -1.5923